Record 1
ORCA calculation (ωB97M-V with the def2-TZVPD basis set) on C4H7N3O as an isolated structure in a non-equilibrium geometry.

Geometry as XYZ:
```
15
Properties=species:S:1:pos:R:3:forces:R:3:lowdin_charge:R:1
C 0.4146 1.3541 -0.7168 3.0 -2.1 6.3 -0.150
C -0.3098 0.0712 -0.0391 -3.0 2.0 2.1 -0.079
C -1.4550 0.2278 0.7574 1.5 1.7 -0.4 -0.083
C -0.1335 -1.4116 -0.0070 -2.1 2.9 0.8 -0.500
H 2.4145 1.4535 0.5153 -1.5 -0.6 -2.0 0.071
H 2.2679 0.3311 -0.9563 -0.4 3.7 2.2 0.111
H 0.0268 2.3595 -0.8070 -0.7 0.4 2.1 0.104
H 0.3903 1.2598 -1.6647 0.2 -1.9 -6.9 0.006
H -1.9145 1.2590 0.9429 0.5 -1.8 -0.1 0.143
H -2.9465 -0.9671 1.4218 -0.4 -0.7 -0.5 0.115
H 1.8521 -2.1004 -0.6437 -5.6 -0.1 0.6 0.203
N 2.0049 1.3673 -0.4787 -0.9 -3.1 -1.0 -0.063
N -1.9431 -0.9110 1.4430 2.6 0.5 -2.5 0.059
N 0.5871 -2.2949 -0.4009 8.5 -2.7 -2.2 0.102
O -1.2559 -1.9985 0.6338 -1.6 1.8 1.5 -0.039
```
Positions in Å, forces in eV/Å.

Results
energy above the lowest of the compared OMol25 structures with the same formula, charge and spin = 159.8 kcal per mole
E_tot = -395.893811 a.u.
highest occupied orbital energy = -8.7 eV



Record 2
ORCA calculation (ωB97M-V with the def2-TZVPD basis set) on an isolated molecule of C4H7N3O2 in a non-equilibrium geometry.

Geometry as XYZ:
```
16
Properties=species:S:1:pos:R:3:forces:R:3:lowdin_charge:R:1
N -1.5506 -1.2045 -0.5764 0.7 -0.8 -0.1 0.010
N -2.0782 -0.0296 -0.2193 0.3 0.4 -0.3 -0.029
C -1.3581 0.9058 0.2578 -1.0 -0.1 -0.3 -0.128
C 0.0884 0.9070 0.6653 -0.2 0.5 1.3 -0.320
C 0.6238 -0.3951 1.2327 -0.9 1.6 0.0 -0.116
N 1.6284 -1.0018 0.7861 1.1 -1.3 0.6 0.075
O 2.2661 -0.5456 -0.3612 0.0 -0.5 1.0 -0.060
C 1.4654 0.2858 -1.0925 -1.7 0.8 -0.7 -0.227
O 0.9582 1.3718 -0.3225 0.6 0.2 -0.5 -0.052
H -2.2341 -1.8083 -0.9375 -0.9 -0.8 -0.3 0.071
H -0.8279 -1.7057 -0.0743 0.1 0.5 0.2 0.085
H -1.9516 1.8149 0.2747 0.5 0.3 0.5 0.107
H 0.1104 1.6633 1.5011 0.3 -0.7 -0.6 0.165
H 0.1838 -0.7032 2.1864 0.3 -0.4 -0.4 0.134
H 0.5672 -0.2872 -1.4732 1.0 0.5 0.0 0.141
H 2.1089 0.7324 -1.8472 -0.3 -0.2 -0.2 0.145
```
Positions in Å, forces in eV/Å.

Results
energy above the lowest of the compared OMol25 structures with the same formula, charge and spin = 110.4 kcal per mole
E_tot = -471.227133 a.u.
highest occupied orbital energy = -9.2 eV



Record 3
ORCA calculation (ωB97M-V with the def2-TZVPD basis set) on a 2-piece molecular cluster, C4H7N3O3 overall in a non-equilibrium geometry.

Geometry as XYZ:
```
17
Properties=species:S:1:pos:R:3:forces:R:3:lowdin_charge:R:1
C -1.2566 -1.3470 0.6488 -0.4 0.3 -0.9 -0.014
N -1.8942 -0.2621 -0.1481 1.2 -3.3 1.9 -0.203
O -2.0317 -0.6689 -1.4694 -0.1 1.5 -0.3 0.027
C -2.3776 0.8591 0.3689 0.3 -0.4 -0.8 -0.364
O -2.6670 1.7617 -0.3680 -1.1 1.8 -0.5 0.025
H -1.1153 -1.0384 1.6911 -0.1 0.1 -0.4 0.088
H -0.2948 -1.5575 0.1629 -0.2 0.0 0.4 0.068
H -1.8594 -2.2685 0.6250 0.1 0.4 0.0 0.088
H -2.0978 0.1774 -1.9776 0.0 -0.6 0.5 0.126
H -2.4635 0.8366 1.4599 0.2 0.2 0.2 0.139
C 3.1551 0.0397 0.1361 0.8 -1.1 -0.1 -0.129
C 2.5667 1.3494 0.0115 0.3 -2.1 0.0 -0.090
N 1.4889 1.1272 -0.6852 -0.1 2.3 0.2 0.043
O 1.4236 -0.1266 -0.9970 -0.7 -1.9 -1.1 -0.129
N 2.4794 -0.8870 -0.5242 0.2 2.8 1.2 0.104
H 4.0381 -0.2999 0.6662 0.0 0.4 -0.1 0.106
H 2.9061 2.3047 0.3991 -0.4 -0.3 -0.2 0.114
```
Positions in Å, forces in eV/Å.

Results
energy above the lowest of the compared OMol25 structures with the same formula, charge and spin = 123.2 kcal per mole
E_tot = -546.446558 a.u.
highest occupied orbital energy = -8.9 eV



Record 4
ORCA calculation (ωB97M-V with the def2-TZVPD basis set) on an isolated molecule of C4H7N3S in a non-equilibrium geometry.

Geometry as XYZ:
```
15
Properties=species:S:1:pos:R:3:forces:R:3:lowdin_charge:R:1
C -0.9003 -2.1236 0.4454 -1.1 -1.4 2.4 -0.079
N -1.0762 -0.7431 0.1777 0.2 0.4 0.0 -0.093
C -0.0910 0.0478 -0.1771 4.8 -3.4 -1.3 -0.512
N 1.4071 -0.7369 -0.5075 -7.0 1.1 3.1 0.075
C 2.2706 -0.0122 -1.1053 1.6 0.6 -1.7 -0.589
N 3.1750 0.3093 -1.7672 0.1 0.7 0.2 0.099
S -0.5889 1.6196 -0.4462 1.0 1.5 -0.3 0.980
C 1.0126 2.4229 -0.4122 -0.1 3.9 2.1 -0.408
H -0.7819 -2.4403 1.5852 -0.6 0.9 -2.4 0.147
H -1.5578 -2.7503 -0.1453 -0.9 0.0 0.5 0.092
H -0.0273 -2.3225 -0.0317 3.1 -0.9 -0.8 0.017
H -1.9708 -0.3285 0.0161 -0.8 -0.2 0.5 0.113
H 0.8257 3.5835 -0.2056 -0.1 -2.4 0.1 0.091
H 1.5145 2.5480 -1.3150 0.6 -0.8 -1.8 -0.001
H 1.7402 2.0949 0.3600 -0.9 -0.1 -0.4 0.067
```
Positions in Å, forces in eV/Å.

Results
energy above the lowest of the compared OMol25 structures with the same formula, charge and spin = 106.8 kcal per mole
E_tot = -718.932452 a.u.
highest occupied orbital energy (alpha / beta) = -8.2 / -8.2 eV



Record 5
ORCA calculation (ωB97M-V with the def2-TZVPD basis set) on an isolated molecule of C4H7N3S in a non-equilibrium geometry.

Geometry as XYZ:
```
15
Properties=species:S:1:pos:R:3:forces:R:3:lowdin_charge:R:1
C 1.8515 -0.9208 -1.0816 -1.1 1.3 -0.1 0.044
C 2.0093 0.1551 -0.2014 3.3 -3.2 -2.5 -0.228
C 1.0947 1.0430 0.3731 -1.3 -0.9 -0.7 -1.037
S 1.6179 2.2299 1.2323 1.1 3.9 2.2 0.784
N -0.1378 0.6583 0.2291 -6.8 -3.7 -0.7 -0.001
C -1.4613 1.1587 0.6527 2.8 -1.3 1.8 -0.187
N -2.4273 0.3459 0.7289 -1.1 -2.2 -2.8 0.014
N -2.2326 -0.9565 -0.2641 -2.0 1.4 1.1 -0.029
H 0.9430 -1.1874 -1.8172 1.6 1.0 2.4 0.111
H 2.6608 -1.6312 -1.2833 0.1 0.7 0.2 0.044
H 2.9820 0.5616 0.2026 -0.4 -1.8 -0.8 0.083
H -0.3387 -0.4448 0.0496 1.2 3.8 -0.2 0.155
H -1.5680 2.0440 1.3206 0.5 -0.4 -1.0 0.123
H -3.2210 -1.3823 -0.4207 2.0 1.5 0.7 0.096
H -1.7724 -1.6736 0.2795 0.1 -0.2 0.6 0.028
```
Positions in Å, forces in eV/Å.

Results
energy above the lowest of the compared OMol25 structures with the same formula, charge and spin = 120.8 kcal per mole
E_tot = -718.910119 a.u.
highest occupied orbital energy = -8.7 eV



Record 6
ORCA calculation (ωB97M-V with the def2-TZVPD basis set) on a 2-piece molecular cluster, C4H7N3S overall in a non-equilibrium geometry.

Geometry as XYZ:
```
15
Properties=species:S:1:pos:R:3:forces:R:3:mulliken_spin:R:1
C -1.4130 -0.6456 0.4610 -3.9 -2.4 0.5 0.068
C -0.8416 -1.8191 -0.1499 1.0 2.5 0.8 0.091
C -0.5147 0.3512 0.3631 0.3 -1.0 -0.6 0.017
C -0.6226 1.7883 0.4343 1.9 0.4 2.1 -0.004
N 0.4118 -1.4957 -0.5380 -0.8 -0.6 0.6 0.094
N 0.5037 -0.2542 -0.2780 1.5 1.2 -0.8 0.544
N 3.4234 -0.8680 0.4326 -1.5 2.4 1.3 0.254
S 2.9882 0.5687 -0.2169 0.6 0.6 -0.7 0.940
H -2.4920 -0.5858 0.8631 2.0 0.0 -0.8 0.002
H -1.2066 -2.7735 -0.3082 -0.8 -1.6 -0.2 0.000
H 0.3465 2.1345 0.8298 -0.5 0.3 0.8 -0.001
H -0.5417 2.2233 -0.4939 -0.6 0.8 -2.5 0.000
H -1.4770 2.1473 0.9704 -0.2 0.2 0.4 0.000
H 3.8614 -1.5006 -0.1664 0.7 -1.5 -0.4 0.000
H 2.7436 -1.0470 1.1631 0.5 -1.5 -0.3 -0.005
```
Positions in Å, forces in eV/Å.

Results
energy above the lowest of the compared OMol25 structures with the same formula, charge and spin = 17.2 kcal per mole
E_tot = -718.899578 a.u.
2S+1 = 3
highest occupied orbital energy (alpha / beta) = -8.2 / -8.8 eV



Record 7
ORCA calculation (ωB97M-V with the def2-TZVPD basis set) on an isolated molecule of C4H7N3S2 in a non-equilibrium geometry.

Geometry as XYZ:
```
16
Properties=species:S:1:pos:R:3:forces:R:3:lowdin_charge:R:1
H 4.3962 0.3604 3.2060 -1.4 -0.7 -0.5 0.053
N 3.8012 -0.4268 2.8565 -0.6 -0.4 -0.1 0.030
C 2.5789 -0.2119 2.4916 3.2 2.4 1.4 -0.788
N 1.9687 1.0414 2.5221 0.5 0.8 0.6 -0.059
N 0.7613 1.2092 1.8992 0.3 -2.0 0.1 0.005
C 0.4087 0.0291 1.4624 -1.1 1.5 0.0 -0.956
S -1.1080 -0.1885 0.5475 0.8 0.3 0.0 0.862
C -0.6294 0.8778 -0.8595 -0.4 0.0 -0.7 -0.531
C -1.6512 0.7229 -2.0028 -0.1 -0.1 1.1 -0.165
S 1.4818 -1.3036 1.7914 -0.7 -0.9 -0.6 1.046
H 2.3770 1.7837 3.1205 -0.7 -0.7 -1.0 0.163
H -0.5972 1.9131 -0.5636 -0.1 0.3 0.5 0.062
H 0.3845 0.6239 -1.1713 -0.1 -0.3 -0.1 0.077
H -1.7016 -0.3169 -2.2836 -0.2 -0.4 -0.2 0.058
H -2.6509 1.0710 -1.6822 0.5 -0.2 -0.2 0.079
H -1.3531 1.2822 -2.8674 0.2 0.4 -0.4 0.062
```
Positions in Å, forces in eV/Å.

Results
energy above the lowest of the compared OMol25 structures with the same formula, charge and spin = 21.0 kcal per mole
E_tot = -1117.219180 a.u.
highest occupied orbital energy = -8.4 eV



Record 8
ORCA calculation (ωB97M-V with the def2-TZVPD basis set) on an isolated ion of composition C4H7N4 and charge +1 in a non-equilibrium geometry.

Geometry as XYZ:
```
15
Properties=species:S:1:pos:R:3:forces:R:3:lowdin_charge:R:1
H -2.7546 -2.5231 -0.3546 0.6 -0.2 0.7 0.092
N -2.2899 -1.6276 -0.4097 -1.4 0.4 -1.0 0.175
C -1.1285 -1.3420 -0.1191 0.1 -1.7 0.3 -0.252
N -0.6908 -0.0958 -0.5378 0.1 3.7 -0.8 0.132
C 0.4218 0.5283 -0.1401 -2.5 0.1 -0.5 -0.333
N 0.6394 1.7259 -0.5979 0.7 0.4 -0.4 0.257
C 1.3964 -0.0180 0.7618 1.7 -2.1 1.0 -0.057
C 1.8819 -1.2209 0.0691 0.8 1.3 0.0 -0.223
N 2.3543 -1.9563 -0.6584 0.3 -1.2 -0.6 0.226
H -0.3365 -1.9507 0.3354 -0.3 0.0 0.0 0.132
H -1.3664 0.5372 -1.1150 1.2 -2.1 1.3 0.227
H 0.0030 2.0048 -1.3074 -0.2 0.9 -0.7 0.136
H 1.5720 2.1390 -0.5923 -0.5 0.0 0.2 0.167
H 1.0732 -0.4686 1.7209 -0.4 1.2 -0.1 0.166
H 2.2126 0.7225 0.8437 -0.3 -0.7 0.5 0.155
```
Positions in Å, forces in eV/Å.

Results
energy above the lowest of the compared OMol25 structures with the same formula, charge and spin = 32.8 kcal per mole
E_tot = -375.350174 a.u.
charge = +1
highest occupied orbital energy = -14.7 eV



Record 9
ORCA calculation (ωB97M-V with the def2-TZVPD basis set) on an isolated ion of composition C4H7N4O2 and charge +1 in a non-equilibrium geometry.

Geometry as XYZ:
```
17
Properties=species:S:1:pos:R:3:forces:R:3:lowdin_charge:R:1
N 0.2515 -1.4982 -1.8708 -0.7 0.2 3.4 0.186
C 0.7356 -0.2675 -2.0176 -0.3 2.3 1.1 -0.315
N 1.5569 0.1793 -2.9720 -0.9 -3.1 0.0 0.135
O 1.9104 1.4013 -2.6505 0.6 0.8 -0.3 -0.018
N 1.3496 1.8057 -1.5721 -2.0 0.8 1.8 0.103
C 0.4874 0.8612 -1.1535 2.3 1.5 0.0 -0.146
C -0.3209 1.2516 0.0849 1.3 -4.1 0.3 -0.116
N 0.3824 0.8406 1.4331 -3.1 2.1 0.3 0.253
C -1.5317 0.3490 0.0583 0.6 -0.5 0.7 -0.177
O -1.6045 -0.7114 0.6252 0.4 0.5 0.2 0.106
H -0.3201 -1.9397 -1.1236 0.8 1.4 -0.7 0.140
H 0.2013 -1.9652 -2.6670 -0.1 -2.9 -4.2 0.058
H -0.5296 2.2683 0.0610 -0.3 1.9 0.2 0.140
H 0.0836 -0.1190 1.6819 0.7 -0.1 -0.5 0.159
H -0.0656 1.4387 2.2028 1.0 -0.8 -1.2 0.212
H 1.3345 1.0915 1.3247 1.5 -0.4 0.4 0.149
H -2.2568 0.7159 -0.5844 -2.0 0.5 -1.5 0.129
```
Positions in Å, forces in eV/Å.

Results
energy above the lowest of the compared OMol25 structures with the same formula, charge and spin = 40.5 kcal per mole
E_tot = -525.739758 a.u.
charge = +1
highest occupied orbital energy = -13.3 eV